No. 1
A 2-piece molecular cluster, C2H4N4O2 overall in a non-equilibrium geometry, computed with ωB97M-V/def2-TZVPD.

Cartesian coordinates (Å):
1 O 0.908 -1.726 -1.969
2 O -1.136 -1.801 -0.736
3 N -0.943 1.650 2.320
4 N -0.081 -1.001 -1.220
5 N -0.443 1.396 -0.873
6 N 1.234 1.186 1.501
7 C -0.231 0.269 -1.100
8 C 0.041 1.459 1.606
9 H -1.181 -2.637 -1.262
10 H 1.766 0.817 0.704
11 H -1.671 2.400 2.515
12 H 1.737 -2.011 -1.485

electronic energy = -12183.9752 eV
energy relative to the best compared isomer or geometry (same formula, charge and spin) = 1.328 eV
HOMO-LUMO gap (spin up / spin down) = 5.9266 / 6.7218 eV
multiplicity = 3
E_HOMO (spin up / spin down) = -5.865 / -9.530 eV
<S²> = 2.036

No. 2
C9H19BrCaF3O6 as an isolated structure in a non-equilibrium geometry, computed with ωB97M-V/def2-TZVPD.

Cartesian coordinates (Å):
1 Br 2.865 -5.948 3.211
2 Ca 5.326 -1.804 -0.107
3 F -1.010 -1.463 0.832
4 F -0.904 -3.027 2.329
5 F 0.611 -2.926 0.771
6 O 3.056 -3.754 3.153
7 O 0.474 -0.242 -1.592
8 O 1.573 -0.556 1.727
9 O -2.184 3.314 -1.963
10 O 3.579 -3.742 0.943
11 O 4.459 -2.183 2.295
12 C -4.476 2.722 -1.447
13 C -0.682 0.330 -2.212
14 C 0.672 -1.327 2.513
15 C -3.906 4.076 -3.486
16 C -3.451 2.979 -2.539
17 C 3.559 -3.247 2.203
18 C -0.175 -2.181 1.593
19 C 2.811 -0.277 2.340
20 C 3.925 -1.048 1.627
21 H -2.296 4.127 -1.458
22 H 3.530 -1.316 0.636
23 H 2.789 -4.293 0.782
24 H 0.023 -0.688 3.119
25 H 2.815 -0.489 3.413
26 H 3.016 0.792 2.213
27 H -5.439 2.430 -1.868
28 H -1.595 -0.037 -1.738
29 H -0.675 0.017 -3.253
30 H -3.279 2.059 -3.102
31 H -4.623 3.624 -0.847
32 H -4.038 5.015 -2.942
33 H 1.194 -2.017 3.185
34 H -4.135 1.931 -0.779
35 H -0.665 1.418 -2.160
36 H -3.161 4.245 -4.263
37 H 4.791 -0.364 1.502
38 H -4.853 3.821 -3.962
39 H 0.478 0.028 -0.669

electronic energy = -118548.1584 eV
HOMO-LUMO gap = 2.7383 eV
total charge = +1
E_HOMO = -9.097 eV

No. 3
The molecule C4H7N3, computed with ωB97M-V/def2-TZVPD.

Cartesian coordinates (Å):
1 N 1.036 -0.256 0.712
2 N -0.619 -1.581 0.407
3 N 0.659 -1.548 0.562
4 C -1.101 -0.294 0.393
5 C 2.223 0.166 -0.019
6 C -0.065 0.538 0.671
7 C -2.209 0.113 -0.518
8 H 1.930 0.393 -1.054
9 H -2.840 -0.735 -0.778
10 H 2.643 1.063 0.435
11 H -1.680 0.420 -1.430
12 H -0.026 1.616 0.704
13 H -2.787 0.972 -0.176
14 H 2.941 -0.651 -0.024

electronic energy = -8729.9458 eV
energy relative to the best compared isomer or geometry (same formula, charge and spin) = 1.734 eV
HOMO-LUMO gap = 9.9770 eV
E_HOMO = -9.223 eV
SMILES string = Cc1cn(C)nn1